Molecular formula: C3H5ClN2OS
Method: DFT, ωB97M-V/def2-TZVPD

XYZ file:
```
13
Properties=species:S:1:pos:R:3:forces:R:3
C 1.109 1.165 -0.776 0.618 -0.742 -0.367
C 1.187 0.328 0.505 1.199 -0.557 -0.022
C -1.611 -1.318 0.080 -0.237 1.128 0.047
H 2.080 1.621 -0.985 -0.076 -0.313 0.442
H 0.938 0.459 -1.599 -0.202 0.155 0.184
H 0.300 -0.559 2.076 -0.395 1.014 -1.448
H -1.892 0.506 0.926 -0.297 0.505 0.093
H -2.686 -1.137 -0.194 0.901 -0.540 0.212
N 0.049 0.083 1.265 0.445 -1.549 1.535
N -1.197 -0.178 0.730 0.062 -0.638 -0.703
O 2.262 -0.137 0.865 -1.294 0.940 -0.393
S -0.744 -2.636 -0.319 -0.159 0.413 0.206
Cl -0.059 2.471 -0.874 -0.564 0.184 0.215
```
Forces are in eV/Å.

Computed properties:
* SMILES: O=C(CCl)NNC=S
* multiplicity: 1
* energy relative to the best compared isomer or geometry (same formula, charge and spin): 14.9 kcal/mol
* HOMO-LUMO gap: 9.43 eV